Density functional theory data (wB97M-V/def2-TZVPD) for a molecular structure, C49H73As3KN2P2Si2.

Values from the calculation:
LUMO level = 1.940 eV
Energy above the lowest of the compared OMol25 structures with the same formula, charge and spin = 0.00 kcal per mole
Total charge = -1
Spin multiplicity = 1

XYZ file:
```
132
Properties=species:S:1:pos:R:3:lowdin_charge:R:1
K 0.986 -1.429 0.347 0.4131
C 1.941 -5.213 1.052 -0.0421
C 2.916 -4.074 1.186 -0.2977
C 3.365 -3.651 2.432 -0.0646
C 4.228 -2.569 2.552 -0.0861
C 4.656 -1.888 1.423 -0.0785
C 4.230 -2.310 0.171 -0.0955
C 3.377 -3.397 0.056 -0.0941
H 2.429 -6.110 0.663 0.0813
H 1.135 -4.960 0.359 0.0725
H 1.497 -5.463 2.015 0.0744
H 3.006 -4.149 3.325 0.1090
H 4.543 -2.242 3.535 0.1038
H 5.299 -1.022 1.517 0.1020
H 4.530 -1.770 -0.718 0.0855
H 3.032 -3.701 -0.926 0.1004
C 4.539 0.415 -3.453 -0.1839
Si 2.819 -0.338 -3.208 0.2702
C 3.106 -2.209 -3.307 -0.1844
C 1.845 0.031 -4.792 -0.1699
N 2.067 0.053 -1.756 -0.3083
P 1.508 1.404 -1.078 0.5753
C 0.300 1.247 0.032 -0.4999
P 0.102 1.404 1.661 0.5727
N 0.214 0.100 2.598 -0.3046
Si 0.183 -0.284 4.233 0.2649
C 0.977 0.962 5.418 -0.1827
C 1.120 -1.899 4.519 -0.1799
C -1.524 -0.627 4.992 -0.1867
C -1.575 2.124 1.960 -0.2821
C -2.442 2.345 0.897 -0.0936
C -3.727 2.829 1.111 -0.1021
C -4.161 3.106 2.400 -0.1071
C -3.298 2.907 3.471 -0.0933
C -2.018 2.421 3.247 -0.1106
C 1.179 2.698 2.413 -0.2737
C 2.457 2.335 2.833 -0.1163
C 3.326 3.271 3.372 -0.1005
C 2.927 4.594 3.507 -0.1124
C 1.664 4.974 3.075 -0.0989
C 0.802 4.034 2.524 -0.0875
C 0.948 2.503 -2.456 -0.2721
C -0.410 2.590 -2.741 -0.0951
C -0.868 3.316 -3.831 -0.0910
C 0.032 3.995 -4.643 -0.1091
C 1.389 3.941 -4.353 -0.0994
C 1.840 3.195 -3.272 -0.1080
C 2.965 2.360 -0.486 -0.2776
C 4.171 1.715 -0.237 -0.0981
C 5.271 2.417 0.242 -0.0953
C 5.175 3.781 0.474 -0.1104
C 3.971 4.434 0.241 -0.0970
C 2.876 3.728 -0.228 -0.0941
H 4.978 0.084 -4.399 0.0205
H 5.214 0.113 -2.647 0.0120
H 4.514 1.507 -3.457 0.0115
H 3.318 -2.502 -4.340 0.0283
H 2.221 -2.761 -2.978 -0.0049
H 3.954 -2.538 -2.702 0.0052
H 2.510 -0.086 -5.655 0.0252
H 1.426 1.037 -4.823 0.0096
H 1.023 -0.677 -4.924 0.0039
H 2.055 1.029 5.257 0.0153
H 0.808 0.654 6.455 0.0209
H 0.578 1.972 5.295 0.0171
H 2.184 -1.759 4.317 0.0040
H 0.760 -2.683 3.845 0.0069
H 1.012 -2.258 5.546 0.0277
H -2.225 0.202 4.877 0.0087
H -1.398 -0.810 6.064 0.0232
H -1.994 -1.516 4.566 -0.0038
H -2.072 2.127 -0.099 0.0670
H -4.389 3.001 0.270 0.0843
H -5.162 3.485 2.569 0.0912
H -3.623 3.131 4.480 0.0966
H -1.350 2.277 4.089 0.0856
H 2.764 1.299 2.741 0.1044
H 4.318 2.968 3.684 0.1012
H 3.601 5.325 3.935 0.0931
H 1.347 6.007 3.165 0.0937
H -0.178 4.344 2.181 0.1037
H -1.097 2.081 -2.075 0.0564
H -1.930 3.363 -4.042 0.0908
H -0.322 4.569 -5.490 0.0911
H 2.099 4.475 -4.972 0.0960
H 2.903 3.155 -3.062 0.0968
H 4.237 0.653 -0.441 0.0700
H 6.206 1.899 0.424 0.0934
H 6.031 4.332 0.845 0.0934
H 3.882 5.496 0.440 0.1002
H 1.935 4.239 -0.399 0.1148
C -0.610 -3.310 -4.151 -0.3304
As -0.985 -2.733 -2.309 1.1035
C -1.186 -0.831 -2.704 -0.3331
C -2.882 -3.316 -2.411 -0.3864
C -3.939 -2.911 -1.372 -0.6967
C -5.245 -3.616 -1.773 -0.0910
C -3.577 -3.391 0.042 -0.3629
As -2.197 -2.385 1.045 1.1175
C -3.330 -1.050 1.913 -0.2960
C -2.139 -3.671 2.529 -0.3158
C -4.183 -1.396 -1.352 -0.3846
As -4.851 -0.583 -3.028 1.1181
C -4.354 1.255 -2.558 -0.3244
C -6.741 -0.424 -2.502 -0.3492
H -1.325 -2.861 -4.843 0.0261
H -0.677 -4.397 -4.216 0.0160
H 0.398 -3.006 -4.431 -0.0065
H -1.989 -0.668 -3.426 0.0084
H -0.241 -0.477 -3.109 -0.0104
H -1.345 -0.264 -1.784 -0.0071
H -2.830 -4.411 -2.434 0.0700
H -3.227 -3.001 -3.400 0.0446
H -5.127 -4.701 -1.714 0.0827
H -5.530 -3.368 -2.799 0.0621
H -6.062 -3.326 -1.108 0.0817
H -3.224 -4.427 -0.006 0.0750
H -4.478 -3.391 0.666 0.0753
H -4.203 -1.519 2.374 0.0349
H -3.648 -0.299 1.193 0.0025
H -2.731 -0.544 2.667 -0.0131
H -3.140 -3.860 2.919 0.0272
H -1.512 -3.273 3.325 -0.0100
H -1.705 -4.608 2.178 0.0137
H -3.263 -0.864 -1.102 0.0315
H -4.909 -1.156 -0.569 0.0751
H -3.283 1.393 -2.704 -0.0079
H -4.602 1.463 -1.517 0.0096
H -4.890 1.949 -3.205 0.0199
H -7.215 -1.405 -2.510 0.0029
H -7.259 0.217 -3.215 0.0102
H -6.826 0.009 -1.504 0.0214
```



Density functional theory data (wB97M-V/def2-TZVPD) for a molecular structure, C49H75N7OSi3TeZr.

Values from the calculation:
LUMO level = -5.657 eV
Energy above the lowest of the compared OMol25 structures with the same formula, charge and spin = 12.77 kcal per mole
Total charge = +2
Spin multiplicity = 1

XYZ file:
```
137
Properties=species:S:1:pos:R:3:lowdin_charge:R:1
Zr 0.305 -0.082 0.972 1.8005
C 1.368 2.402 2.025 -0.3416
C 0.671 1.413 2.893 -0.3739
C 1.677 1.064 3.910 -0.2106
C 2.891 1.606 3.559 -0.2318
C 2.702 2.444 2.426 -0.2613
C 3.823 3.271 1.887 -0.0469
C 4.197 1.495 4.284 -0.0208
C 1.404 0.607 5.312 -0.0381
C -0.721 1.702 3.456 -0.0664
C 0.765 3.586 1.316 -0.0882
H 3.516 3.996 1.137 0.0532
H 4.588 2.637 1.427 0.0845
H 4.314 3.810 2.699 0.0969
H 4.199 0.687 5.012 0.0648
H 4.432 2.417 4.821 0.0977
H 5.022 1.319 3.590 0.0854
H 0.656 -0.167 5.432 0.0420
H 1.048 1.474 5.880 0.1101
H 2.315 0.269 5.800 0.0803
H -1.559 1.449 2.800 0.0448
H -0.815 2.760 3.724 0.0954
H -0.882 1.147 4.378 0.0734
H 0.119 3.363 0.474 0.0188
H 1.559 4.239 0.954 0.0683
H 0.185 4.189 2.020 0.0931
C 2.072 -5.316 1.930 -0.1834
Si 1.381 -4.114 0.636 0.4465
C -0.132 -5.063 -0.009 -0.1643
C 2.641 -4.162 -0.789 -0.1725
C 1.046 -2.349 1.454 -0.5175
Si 2.802 -1.988 2.105 0.3884
C 2.934 -1.981 3.967 -0.1430
C 3.193 -0.381 1.202 -0.2409
C 4.313 -2.989 1.601 -0.1674
Si -0.273 -2.876 2.688 0.4285
C -0.477 -4.576 3.449 -0.1630
C -0.578 -1.813 4.195 -0.1629
C -1.850 -2.412 1.758 -0.2984
C -2.987 -3.190 1.599 -0.0290
C -4.176 -2.610 1.194 -0.0096
C -4.199 -1.236 1.007 -0.0377
C -3.024 -0.525 1.127 -0.1217
N -1.844 -1.090 1.437 -0.0419
H 1.371 -6.131 2.102 0.0387
H 2.309 -4.881 2.900 0.0235
H 2.987 -5.768 1.546 0.0394
H 0.306 -5.986 -0.405 0.0604
H -0.751 -4.653 -0.802 0.0158
H -0.799 -5.369 0.796 0.0155
H 3.226 -3.264 -0.969 0.0241
H 2.165 -4.431 -1.733 0.0280
H 3.352 -4.956 -0.559 0.0488
H 2.078 -1.573 4.490 -0.0083
H 3.825 -1.435 4.284 0.0426
H 3.069 -3.016 4.298 0.0523
H 2.487 0.470 1.268 -0.0918
H 3.339 -0.627 0.145 0.0307
H 4.092 0.120 1.569 0.0674
H 4.336 -4.035 1.890 0.0316
H 5.105 -2.494 2.177 0.0552
H 4.596 -2.902 0.556 0.0297
H 0.327 -4.746 4.166 0.0512
H -0.561 -5.455 2.822 0.0197
H -1.397 -4.497 4.039 0.0535
H 0.065 -2.106 5.026 0.0491
H -1.611 -1.969 4.516 0.0657
H -0.451 -0.753 4.003 -0.0161
H -2.936 -4.245 1.829 0.1180
H -5.071 -3.204 1.065 0.1266
H -5.118 -0.717 0.774 0.1116
H -3.038 0.540 0.979 0.0882
C 2.959 1.449 -3.030 -0.3797
Te 2.256 1.979 -1.074 1.5475
C 0.918 3.300 -2.089 -0.3816
C 1.145 3.109 -3.569 -0.2852
C 0.412 3.850 -4.495 -0.0501
C 0.597 3.661 -5.854 -0.0628
C 1.528 2.730 -6.302 -0.0548
C 2.279 2.011 -5.389 -0.0355
C 2.097 2.197 -4.020 -0.2970
H 2.932 0.372 -3.197 0.0427
H 4.000 1.761 -3.100 0.0680
H 1.118 4.322 -1.771 0.0747
H -0.099 3.037 -1.792 0.0276
H -0.292 4.598 -4.148 0.1163
H 0.031 4.248 -6.564 0.1120
H 1.682 2.583 -7.363 0.1141
H 3.025 1.308 -5.738 0.1268
C -4.829 4.068 -1.307 0.0503
N -3.825 3.501 -0.419 -0.0284
N -2.981 2.489 -0.816 0.0858
C -2.041 2.283 0.173 -0.3807
O -1.117 1.369 0.118 -0.2402
C -2.365 3.192 1.191 0.0457
C -3.447 3.938 0.784 -0.2168
C -4.137 5.050 1.493 0.0153
C -3.283 1.859 -2.070 -0.2417
C -4.259 0.872 -2.104 -0.0231
C -4.684 0.386 -3.331 -0.0589
C -4.118 0.871 -4.503 -0.0473
C -3.127 1.842 -4.455 -0.0306
C -2.721 2.356 -3.235 -0.0126
H -5.406 3.280 -1.780 0.1000
H -4.364 4.691 -2.071 0.1127
H -5.494 4.673 -0.698 0.1009
H -1.851 3.320 2.119 0.0821
H -3.606 5.278 2.414 0.0963
H -5.161 4.776 1.749 0.1029
H -4.167 5.953 0.883 0.0999
H -4.703 0.521 -1.182 0.1063
H -5.459 -0.368 -3.373 0.1211
H -4.451 0.489 -5.459 0.1214
H -2.675 2.208 -5.367 0.1192
H -1.974 3.137 -3.188 0.1056
C 1.166 -1.520 -1.949 -0.2043
N -0.105 -0.944 -1.407 -0.1341
C -1.107 -2.062 -1.404 -0.1702
N -1.256 -2.689 -2.700 -0.0570
C 0.038 -3.188 -3.172 -0.1387
N 1.022 -2.106 -3.261 -0.0506
C 0.515 -1.105 -4.198 -0.1355
N -0.769 -0.572 -3.747 -0.0484
C -0.590 0.026 -2.439 -0.1829
C -1.723 -1.677 -3.646 -0.1455
H 1.485 -2.280 -1.252 0.0520
H 1.915 -0.728 -1.968 0.0597
H -2.074 -1.650 -1.109 0.1228
H -0.777 -2.788 -0.669 0.0670
H -0.094 -3.635 -4.158 0.1406
H 0.403 -3.952 -2.491 0.0943
H 0.393 -1.567 -5.178 0.1399
H 1.226 -0.283 -4.291 0.1029
H -1.534 0.415 -2.086 0.0857
H 0.133 0.836 -2.523 0.0766
H -1.850 -2.132 -4.629 0.1388
H -2.684 -1.292 -3.307 0.1079
```



Q: Which Kohn-Sham gap values were calculated for the entries above? A: 5.82; 6.25, in eV.